Record 1
C30H80O10 | wB97M-V/def2-TZVPD

Structure (ORCA input):
```
! wB97M-V def2-TZVPD RIJCOSX def2/J DEFGRID3
* xyz -1 2
C 2.137 16.160 9.727
C 0.878 17.045 9.590
C 0.177 17.036 8.235
O -0.123 16.597 10.470
H 2.792 16.235 8.858
H 1.726 15.194 10.018
H 2.652 16.447 10.645
H 1.296 18.036 9.768
H -0.463 16.162 8.112
H 0.870 16.953 7.398
H -0.422 17.910 7.979
H 0.139 16.796 11.372
C -3.273 10.638 4.334
C -3.318 10.135 5.779
C -4.295 10.953 6.637
O -3.675 8.799 5.877
H -2.602 9.830 4.043
H -2.859 11.637 4.202
H -4.149 10.564 3.690
H -2.288 10.165 6.134
H -4.157 12.032 6.700
H -4.181 10.621 7.669
H -5.328 10.721 6.374
H -4.473 8.643 5.366
C -6.132 14.383 9.226
C -5.589 15.558 8.430
C -5.465 16.813 9.163
O -4.274 15.289 8.099
H -5.627 14.230 10.180
H -6.158 13.457 8.652
H -7.153 14.506 9.586
H -6.208 15.736 7.550
H -4.667 17.452 8.785
H -5.262 16.508 10.189
H -6.347 17.450 9.229
H -3.732 15.184 8.885
C -4.553 14.943 4.618
C -3.026 15.047 4.901
C -2.610 16.429 5.221
O -2.687 14.105 5.911
H -4.847 15.456 3.702
H -5.212 15.152 5.460
H -4.804 13.885 4.542
H -2.584 14.694 3.969
H -3.168 16.811 6.076
H -2.697 17.198 4.453
H -1.538 16.384 5.409
H -3.195 14.319 6.697
C 1.942 12.361 5.458
C 0.636 12.386 6.302
C 0.686 13.639 7.240
O -0.578 12.462 5.635
H 2.817 12.062 6.036
H 2.168 13.321 4.995
H 1.837 11.542 4.747
H 0.523 11.462 6.870
H -0.310 13.812 7.646
H 0.771 14.569 6.678
H 1.485 13.588 7.980
H -1.145 13.042 6.149
C -3.194 18.450 12.012
C -4.148 18.396 13.239
C -5.403 17.541 12.887
O -3.447 17.871 14.253
H -2.378 19.151 12.186
H -3.592 18.742 11.041
H -2.623 17.523 11.958
H -4.484 19.385 13.552
H -5.714 17.756 11.865
H -6.265 17.569 13.553
H -5.079 16.500 12.925
H -2.508 18.037 14.148
C -2.745 15.153 17.443
C -3.134 13.778 16.988
C -2.872 13.523 15.486
O -2.538 12.908 17.947
H -2.968 15.968 16.754
H -1.687 15.257 17.683
H -3.283 15.485 18.331
H -4.195 13.778 17.238
H -3.524 14.161 14.889
H -3.094 12.463 15.361
H -1.849 13.781 15.213
H -2.849 12.010 17.811
C -1.789 13.113 12.104
C -1.914 13.446 10.620
C -2.712 12.562 9.658
O -2.530 14.693 10.558
H -1.463 12.080 12.220
H -2.703 13.301 12.668
H -0.879 13.573 12.490
H -0.921 13.505 10.176
H -3.655 12.131 9.994
H -2.137 11.658 9.456
H -2.742 13.038 8.678
H -1.808 15.321 10.639
C 3.530 14.333 12.982
C 2.599 13.560 13.952
C 3.266 12.265 14.605
O 2.136 14.457 14.971
H 4.177 14.995 13.558
H 2.979 14.916 12.243
H 4.078 13.581 12.415
H 1.806 13.182 13.308
H 4.047 11.815 13.991
H 2.515 11.523 14.875
H 3.705 12.641 15.529
H 1.494 13.889 15.403
C -0.233 8.472 16.927
C -1.094 8.630 15.678
C -1.236 10.087 15.176
O -0.435 8.063 14.576
H -0.288 7.436 17.262
H -0.757 9.002 17.722
H 0.780 8.853 16.800
H -2.063 8.134 15.724
H -1.606 10.820 15.892
H -1.939 10.068 14.343
H -0.296 10.509 14.820
H 0.495 8.178 14.784
*
```

Output
Expectation value of S²: 0.7508
Relative energy (zero: lowest compared OMol25 entry of this formula, charge and spin) (kcal/mol): 50.1
Highest occupied orbital energy (spin up / spin down) (eV): 0.4 / -7.6
Energy (Eh): -1943.25149

Atomic partial charges in e from the Mulliken method, atoms 1 to 6: number 1, C, carries -1.120; number 2, C, carries -0.077; number 3, C, carries -0.851; number 4, O, carries 0.822; number 5, H, carries 0.364; number 6, H, carries -0.138


Record 2
C6H3N2O2S | wB97M-V/def2-TZVPD

Structure (ORCA input):
```
! wB97M-V def2-TZVPD RIJCOSX def2/J DEFGRID3
* xyz -1 1
C 4.128 1.522 -0.468
C 2.996 1.207 -0.064
C 1.738 0.731 -0.297
C -1.793 0.382 0.008
C -0.488 -0.161 0.286
C -2.959 -0.682 -0.400
N 0.682 0.421 0.225
N -0.356 -1.453 0.916
O -4.004 -0.088 -0.464
O -2.595 -1.853 -0.637
S -1.980 1.949 -0.022
H 5.077 1.784 -0.465
H 0.591 -1.685 0.851
H -1.037 -2.073 0.530
*
```

Output
Relative energy (zero: lowest compared OMol25 entry of this formula, charge and spin) (kcal/mol): 111.1
Highest occupied orbital energy (spin up / spin down) (eV): -3.7 / -3.8
Energy (Eh): -888.51295

Atomic partial charges in e from the Mulliken method, atoms 1 to 6: number 1, C, carries -0.336; number 2, C, carries -0.561; number 3, C, carries 0.319; number 4, C, carries -0.001; number 5, C, carries 0.301; number 6, C, carries 0.597


Record 3
C9H12NO2S | wB97M-V/def2-TZVPD

Structure (ORCA input):
```
! wB97M-V def2-TZVPD RIJCOSX def2/J DEFGRID3
* xyz 1 1
C 2.070 1.629 0.745
C 1.076 2.564 1.296
C 1.311 4.021 1.275
N -0.031 2.087 1.859
S -1.332 1.849 0.970
H 2.907 2.129 0.282
H 2.430 1.002 1.558
H 1.577 0.971 0.028
H 0.531 4.462 0.654
H 1.120 4.391 2.279
H 2.297 4.295 0.939
H -1.735 0.624 1.381
H -0.843 1.481 -0.247
C -1.400 -3.523 -2.108
C -0.877 -2.362 -2.498
C -0.385 -1.385 -1.505
O 0.082 -0.303 -1.822
C -0.492 -1.740 -0.076
C -1.021 -2.888 0.331
C -1.516 -3.881 -0.666
O -1.994 -4.929 -0.310
H -1.770 -4.258 -2.811
H -0.788 -2.080 -3.539
H -0.102 -0.994 0.609
H -1.114 -3.161 1.375
*
```

Output
Relative energy (zero: lowest compared OMol25 entry of this formula, charge and spin) (kcal/mol): 61.8
Highest occupied orbital energy (eV): -13.2
Energy (Eh): -953.16465

Atomic partial charges in e from the Mulliken method, atoms 1 to 6: number 1, C, carries -0.682; number 2, C, carries 0.485; number 3, C, carries -1.006; number 4, N, carries -0.317; number 5, S, carries 0.126; number 6, H, carries 0.401